Model one:
The following is a quantum chemistry calculation of one molecule with the formula C15H13N7O, from the OMol25 dataset.

The charge is 0. The structure (SMILES) is NCc1cccc(-n2c(-c3nonc3N)nc3cnccc32)c1. The LUMO energy is -0.41 eV.

```
36
C15H13N7O (ωB97M-V/def2-TZVPD)
C -0.820 -2.151 -2.027
H 2.565 -0.613 -0.022
C 0.280 1.169 -1.267
C -1.544 -0.364 -3.883
C 1.825 -0.816 0.821
C 1.393 -1.576 2.996
H 0.620 5.248 -2.659
C 0.475 -0.713 0.436
C -0.030 -1.445 2.615
C 0.910 2.440 -0.662
H -1.657 -3.558 -3.361
C -1.108 -1.693 3.621
H -0.775 -2.029 4.593
H -1.642 -2.528 3.288
H -2.280 -0.463 4.746
C -0.535 -0.843 -1.819
H -0.578 -2.993 -1.449
N 1.839 4.447 -0.534
C -0.497 -1.148 1.404
H 3.336 -1.091 2.238
O 2.084 3.752 0.777
H -1.721 0.363 -4.665
C 1.076 3.695 -1.261
H 0.167 3.532 -3.094
N -1.975 -0.530 3.758
N 0.116 -0.154 -0.798
H 1.755 -1.962 3.945
N 1.484 2.387 0.539
H -1.626 -0.982 1.189
H -1.520 0.320 3.466
C -1.547 -2.476 -3.120
C -0.794 0.096 -2.817
N -0.241 1.315 -2.479
C 2.289 -1.198 2.084
N 0.579 4.212 -2.467
N -1.906 -1.650 -4.131
```

---

Model two:
The following is a quantum chemistry calculation of one molecule with the formula C15H13N7O, from the OMol25 dataset.

The charge is 0. The structure (SMILES) is COc1ccnc2c1c(-c1ccnc(N)n1)c1ccnc(N)n12. The LUMO energy is -0.04 eV.

```
36
C15H13N7O (ωB97M-V/def2-TZVPD)
H 0.703 -3.540 -2.833
H 0.918 -3.638 2.688
C -1.241 2.646 1.374
C -0.428 2.708 -3.164
C -0.928 0.807 3.306
H -2.184 3.775 3.151
H 2.162 0.647 -4.766
H -0.131 -0.788 4.273
H -1.613 3.275 0.658
O 1.155 -2.218 -1.363
N -0.857 -0.032 4.430
C -0.584 1.349 1.008
C 0.068 1.219 -1.400
N -1.393 1.881 3.654
H -0.754 0.414 5.337
C -1.606 2.884 2.707
C 1.246 -2.965 0.821
N 0.685 0.354 -2.246
H -0.189 -3.820 -1.255
H -1.004 3.678 -3.349
H -1.351 2.877 -1.356
C 0.930 -1.934 -0.048
N 0.442 1.984 -3.904
C 0.030 -0.787 1.729
N 1.615 0.073 -4.132
C -0.069 0.656 -0.088
N -0.637 0.382 2.062
H -0.594 -2.305 -2.291
C 0.838 0.815 -3.440
H 2.087 -0.452 -3.459
C 0.783 -2.796 2.086
N 0.351 -1.690 2.642
C 0.174 -3.103 -1.975
C 0.327 -0.696 0.391
H 1.634 -3.993 0.577
C -0.585 2.333 -1.829
```

---

Here is how they stack up, most stable first: model two, model one.

---

Model one:
The following is a quantum chemistry calculation of CH9N2O as an isolated structure, from the OMol25 dataset.

The charge is +1. The LUMO energy is -3.30 eV.

```
13
CH9N2O (ωB97M-V/def2-TZVPD)
H -2.557 0.042 -0.693
H -0.674 0.412 -0.435
N 0.304 0.803 0.188
H -1.810 0.042 -2.131
H -1.535 -1.162 -1.058
N -1.700 -0.168 -1.114
H 1.631 -0.235 2.311
H 0.830 1.572 -0.346
H 0.821 -1.191 -0.157
O 1.077 -0.782 1.777
H 0.098 1.185 1.091
H 2.268 -0.150 0.126
C 1.246 -0.368 0.441
```

---

Model two:
The following is a quantum chemistry calculation of a 2-piece molecular cluster, CH9N2O overall, from the OMol25 dataset.

The charge is +1. The LUMO energy is -3.47 eV.

```
13
CH9N2O (ωB97M-V/def2-TZVPD)
H 1.745 -0.526 -0.431
H 0.607 0.705 0.210
H -1.809 0.430 0.168
H -0.458 -1.078 -1.930
C -0.317 -0.999 -0.789
H 1.150 1.210 2.433
H 0.220 2.179 1.678
H 0.968 0.444 -1.562
O 0.921 1.380 1.582
N -1.460 -0.486 -0.082
H -2.281 -1.144 -0.241
N 0.872 -0.043 -0.631
H -0.158 -2.072 -0.405
```

---

Here is how they stack up, most stable first: model one, model two.

---

Model one:
The following is a quantum chemistry calculation of a 2-piece molecular cluster, C2H3FO2 overall, from the OMol25 dataset.

The charge is 0. The structure (SMILES) is C=C=O.OF. The LUMO energy is 0.74 eV.

```
8
C2H3FO2 (ωB97M-V/def2-TZVPD)
H -0.636 -1.129 -1.456
C 1.293 -1.184 -1.207
H -1.046 0.938 2.718
O -1.182 0.859 1.799
C 0.207 -0.519 -1.270
H 0.216 0.540 -1.164
F -1.140 2.231 1.600
O 2.288 -1.736 -1.020
```

---

Model two:
The following is a quantum chemistry calculation of a 2-piece molecular cluster, C2H3FO2 overall, from the OMol25 dataset.

The charge is 0. The structure (SMILES) is C=C=O.OF. The LUMO energy is 0.82 eV.

```
8
C2H3FO2 (ωB97M-V/def2-TZVPD)
H -1.128 0.879 1.079
H 0.842 0.557 1.301
O 1.130 0.482 -2.305
C -0.241 0.310 1.301
C -0.551 -0.895 1.560
F 0.153 -0.257 -1.660
O -0.755 -2.017 1.643
H 0.549 0.941 -2.919
```

---

Model three:
The following is a quantum chemistry calculation of a 2-piece molecular cluster, C2H3FO2 overall, from the OMol25 dataset.

The charge is 0. The structure (SMILES) is O=C1CO1.F. The LUMO energy is 0.70 eV.

```
8
C2H3FO2 (ωB97M-V/def2-TZVPD)
H -0.954 -0.027 1.456
H 0.908 -0.548 1.731
C 0.423 0.738 -0.064
O 0.534 1.430 1.005
F -0.608 -1.537 -1.706
H -0.759 -0.837 -2.252
O 0.318 0.763 -1.267
C 0.138 0.017 1.096
```

---

Here is how they stack up, most stable first: model three, model one, model two.

---

Model one:
The following is a quantum chemistry calculation of a 2-piece molecular cluster, C2H2ClN overall, from the OMol25 dataset.

The charge is 0. The LUMO energy is -2.43 eV.

```
6
C2H2ClN (ωB97M-V/def2-TZVPD)
H 0.891 -0.781 -0.961
Cl 1.272 1.409 0.055
N -2.715 0.245 -0.058
C -1.601 0.124 0.180
H 1.243 -0.783 0.790
C 0.910 -0.215 -0.006
```

---

Model two:
The following is a quantum chemistry calculation of a 2-piece molecular cluster, C2H2ClN overall, from the OMol25 dataset.

The charge is 0. The LUMO energy (spin up / spin down) is -1.55 / -1.82 eV.

```
6
C2H2ClN (ωB97M-V/def2-TZVPD)
C -0.489 -0.001 -0.044
N 1.170 -1.449 -1.459
H 0.582 0.818 2.092
H -0.023 0.386 0.943
C 0.528 -0.679 -0.853
Cl -1.768 0.925 -0.679
```

---

Here is how they stack up, most stable first: model one, model two.